Computed, not measured: one molecule with the formula C17H16FN3O3S2 at a distorted geometry, with wB97M-V/def2-TZVPD.

The geometry in XYZ format:
```
42
C17H16FN3O3S2, DFT wB97M-V/def2-TZVPD
C 3.886 -2.186 -5.728
C 2.970 -2.017 -4.581
N 3.186 -1.258 -3.579
C 2.178 -1.292 -2.663
C 2.136 -0.578 -1.467
C 1.040 -0.721 -0.643
C -0.002 -1.566 -1.009
S -1.407 -1.721 0.079
O -2.249 -2.792 -0.371
O -0.958 -1.749 1.444
N -2.170 -0.224 -0.103
C -2.647 0.003 -1.448
C -3.146 0.021 0.953
C -2.675 1.163 1.860
O -3.363 2.134 2.086
N -1.430 0.938 2.341
C -0.671 1.770 3.162
C -1.188 2.870 3.844
C -0.371 3.640 4.653
C 0.970 3.335 4.806
C 1.508 2.251 4.133
C 0.688 1.493 3.325
F 1.225 0.448 2.645
C 0.007 -2.294 -2.181
C 1.106 -2.153 -3.009
S 1.435 -2.910 -4.533
H 4.764 -1.563 -5.583
H 4.188 -3.228 -5.817
H 3.387 -1.902 -6.653
H 2.960 0.066 -1.207
H 0.980 -0.202 0.298
H -3.431 -0.710 -1.729
H -3.029 1.019 -1.523
H -1.805 -0.110 -2.130
H -3.259 -0.883 1.560
H -4.119 0.284 0.534
H -1.004 0.047 2.082
H -2.230 3.112 3.725
H -0.793 4.487 5.172
H 1.600 3.937 5.442
H 2.550 1.988 4.222
H -0.818 -2.948 -2.412
```

## Properties
Total charge = 0
Maximum force = 1.20 eV/Å
Lowest unoccupied orbital energy = 0.000 hartree
DFT total energy = -52890.051 eV
Structure (SMILES) = Cc1nc2ccc(S(=O)(=O)N(C)CC(=O)Nc3ccccc3F)cc2s1

Computed, not measured: one molecule with the formula C17H16FN3O4S2 at a distorted geometry, with wB97M-V/def2-TZVPD.

The geometry in XYZ format:
```
43
C17H16FN3O4S2, DFT wB97M-V/def2-TZVPD
C 2.723 1.947 0.422
N 3.837 1.178 -0.068
C 4.008 1.163 -1.498
S 4.049 -0.304 0.676
O 5.249 -0.878 0.148
O 3.940 -0.094 2.087
C 2.648 -1.286 0.118
C 2.805 -2.057 -1.028
C 1.750 -2.783 -1.553
C 0.548 -2.684 -0.880
O -0.655 -3.263 -1.150
C -1.461 -2.815 -0.161
S -3.115 -3.301 -0.159
C -3.606 -2.539 1.419
C -3.265 -1.056 1.572
O -3.007 -0.603 2.658
N -3.366 -0.349 0.418
C -3.023 0.985 0.199
C -2.626 1.866 1.200
C -2.303 3.174 0.885
C -2.371 3.632 -0.419
C -2.761 2.770 -1.432
C -3.077 1.468 -1.109
F -3.450 0.609 -2.095
N -0.917 -2.021 0.701
C 0.388 -1.902 0.287
C 1.457 -1.184 0.804
H 2.695 1.825 1.502
H 2.880 2.999 0.184
H 1.767 1.622 -0.010
H 4.850 0.511 -1.715
H 4.236 2.171 -1.844
H 3.114 0.798 -2.021
H 3.782 -2.091 -1.484
H 1.853 -3.393 -2.435
H -4.688 -2.673 1.483
H -3.130 -3.082 2.235
H -3.619 -0.862 -0.419
H -2.572 1.511 2.215
H -1.997 3.843 1.674
H -2.123 4.655 -0.654
H -2.824 3.091 -2.459
H 1.375 -0.599 1.704
```

## Properties
Total charge = 0
Maximum force = 1.33 eV/Å
Lowest unoccupied orbital energy = 0.012 hartree
DFT total energy = -54937.004 eV
Structure (SMILES) = CN(C)S(=O)(=O)c1ccc2oc(SCC(=O)Nc3ccccc3F)nc2c1

Computed, not measured: a 2-piece molecular cluster, C17H16FNO7 overall at a distorted geometry, with wB97M-V/def2-TZVPD.

The geometry in XYZ format:
```
42
C17H16FNO7, DFT wB97M-V/def2-TZVPD
C -0.495 1.758 1.174
C -1.210 0.335 1.253
O -1.051 -0.509 0.074
C 0.170 -0.256 -0.631
C 0.402 -1.535 -1.598
C 1.621 -2.440 -1.157
C 1.803 -2.990 0.128
F 0.842 -2.770 1.129
C 3.086 -3.875 0.471
O 3.031 -4.668 1.426
C 4.383 -3.648 -0.421
C 4.170 -3.104 -1.696
C 5.420 -2.792 -2.656
N 5.797 -1.360 -2.341
C 2.747 -2.722 -2.258
O 2.463 -2.612 -3.466
H -0.589 2.284 0.177
H -0.996 2.425 1.961
H 0.584 1.612 1.517
H -2.330 0.530 1.372
H -0.887 -0.283 2.166
H 0.054 0.666 -1.299
H 1.090 -0.180 0.034
H 0.547 -1.172 -2.661
H -0.558 -2.149 -1.583
H 5.429 -3.884 -0.065
H 5.130 -2.886 -3.757
H 6.305 -3.486 -2.418
H 6.765 -1.171 -2.621
H 5.708 -1.315 -1.312
C -5.034 4.903 1.582
C -3.944 4.437 2.263
C -3.816 2.911 2.249
O -2.863 2.297 2.743
C -4.886 2.129 1.619
C -5.986 2.595 0.949
C -6.058 4.125 0.871
O -6.927 4.740 0.250
O -6.904 1.923 0.409
O -3.065 5.108 2.872
H -5.201 5.975 1.529
H -4.748 1.057 1.717
```

## Properties
Total charge = -2
Maximum force = 3.74 eV/Å
Lowest unoccupied orbital energy = 0.053 hartree
DFT total energy = -36423.666 eV

Computed, not measured: C17H16N2O5PdS as an isolated structure, with wB97M-V/def2-TZVPD.

The geometry in XYZ format:
```
42
C17H16N2O5PdS, DFT wB97M-V/def2-TZVPD
Pd 0.004 -0.414 0.207
N -1.808 -0.105 -1.927
C -2.971 -0.455 -1.264
C -4.208 -0.255 -1.843
C -5.403 -0.597 -1.199
C -5.387 -1.188 0.030
C -4.154 -1.410 0.678
C -4.093 -2.048 1.937
C -2.892 -2.253 2.546
C -1.737 -1.757 1.927
N -1.765 -1.135 0.764
C -2.942 -0.995 0.069
H -1.064 -0.805 -1.935
H -1.979 0.251 -2.856
H -4.246 0.146 -2.848
H -6.341 -0.416 -1.707
H -6.298 -1.498 0.523
H -5.016 -2.376 2.397
H -2.800 -2.756 3.496
H -0.757 -1.868 2.381
O 3.077 -2.265 -1.172
S 1.909 -1.799 -0.506
O 1.652 -2.231 0.865
O 1.866 -0.222 -0.424
O 0.614 -2.029 -1.261
C -1.421 3.612 1.781
C -0.802 2.653 0.810
O -0.698 1.470 1.139
C -0.387 3.148 -0.519
C 0.678 2.537 -1.181
C 1.040 2.979 -2.444
C 0.338 4.008 -3.051
C -0.721 4.620 -2.395
C -1.074 4.205 -1.122
H -1.411 3.170 2.773
H -2.458 3.796 1.490
H -0.902 4.567 1.773
H 1.231 1.728 -0.723
H 1.872 2.510 -2.949
H 0.622 4.342 -4.041
H -1.266 5.423 -2.871
H -1.893 4.688 -0.609
```

## Properties
Total charge = 0
Maximum force = 0.80 eV/Å
Lowest unoccupied orbital energy = -0.024 hartree
DFT total energy = -45421.009 eV

Computed, not measured: one molecule with the formula C17H16N2O6 at a distorted geometry, with wB97M-V/def2-TZVPD.

The geometry in XYZ format:
```
41
C17H16N2O6, DFT wB97M-V/def2-TZVPD
C -0.226 5.463 0.396
C 0.204 4.010 0.552
C 0.066 3.258 -0.769
O 0.493 1.897 -0.654
C -0.383 1.026 -0.186
O -1.522 1.298 0.131
C 0.102 -0.391 -0.166
C 1.369 -0.829 -0.346
C 2.591 -0.084 -0.367
C 3.014 1.082 0.258
C 4.369 1.235 -0.046
C 4.695 0.151 -0.834
N 5.923 -0.192 -1.433
O 5.975 -1.204 -2.100
O 6.853 0.570 -1.231
O 3.628 -0.647 -1.013
N -0.979 -1.237 -0.003
C -1.006 -2.608 0.087
O -0.023 -3.305 -0.041
C -2.362 -3.169 0.330
C -3.369 -2.481 1.005
C -4.599 -3.082 1.207
C -4.839 -4.363 0.739
C -3.837 -5.058 0.079
C -2.604 -4.467 -0.117
H -1.264 5.522 0.081
H -0.124 5.987 1.343
H 0.390 5.967 -0.345
H -0.419 3.520 1.303
H 1.243 3.965 0.883
H -0.977 3.278 -1.103
H 0.711 3.692 -1.535
H 1.504 -1.897 -0.468
H 2.420 1.723 0.873
H 5.037 2.014 0.258
H -1.855 -0.729 0.092
H -3.197 -1.493 1.406
H -5.374 -2.547 1.736
H -5.803 -4.822 0.896
H -4.018 -6.060 -0.278
H -1.807 -4.994 -0.620
```

## Properties
Total charge = 0
Maximum force = 1.71 eV/Å
Lowest unoccupied orbital energy = -0.033 hartree
DFT total energy = -33150.768 eV
Structure (SMILES) = CCCOC(=O)/C(=C\c1ccc([N+](=O)[O-])o1)NC(=O)c1ccccc1

Computed, not measured: a 2-piece molecular cluster, C17H16N3O overall at a distorted geometry, with wB97M-V/def2-TZVPD.

The geometry in XYZ format:
```
37
C17H16N3O, DFT wB97M-V/def2-TZVPD
C 0.479 2.154 4.043
O 1.077 1.900 2.758
C 0.449 2.239 1.673
C 0.959 1.849 0.403
C 0.198 2.193 -0.738
C 0.668 1.880 -2.004
C 1.890 1.211 -2.173
C 2.384 0.891 -3.549
C 2.636 0.855 -1.034
C 2.195 1.152 0.241
H 1.175 1.734 4.767
H 0.363 3.233 4.203
H -0.495 1.661 4.122
H -0.535 2.713 1.765
H -0.753 2.702 -0.575
H 0.089 2.150 -2.891
H 3.288 0.283 -3.495
H 1.621 0.346 -4.115
H 2.611 1.808 -4.104
H 3.581 0.330 -1.175
H 2.760 0.876 1.130
C 1.613 5.918 1.448
N 2.942 5.768 1.279
N 3.972 5.559 0.798
C 1.124 6.350 2.708
C -0.251 6.633 2.929
C -0.706 6.999 4.185
C 0.194 7.106 5.258
C -0.269 7.488 6.563
N -0.634 7.798 7.631
C 1.555 6.846 5.052
C 2.018 6.480 3.797
H 0.959 5.884 0.566
H -0.938 6.561 2.083
H -1.764 7.209 4.356
H 2.254 6.935 5.884
H 3.080 6.293 3.644
```

## Properties
Total charge = +1
Maximum force = 3.58 eV/Å
Lowest unoccupied orbital energy = -0.202 hartree
DFT total energy = -24396.729 eV

Number 1: molecular weight 393.46 g mol⁻¹. Number 2: molecular weight 409.46 g mol⁻¹. Number 3: molecular weight 365.31 g mol⁻¹. Number 4: molecular weight 466.81 g mol⁻¹. Number 5: molecular weight 344.32 g mol⁻¹. Number 6: molecular weight 278.33 g mol⁻¹.